Here is a structure of composition C21H55CuN4O9 at a distorted geometry from OMol25. Energies are from the ωB97M-V functional and the def2-TZVPD basis.

highest occupied orbital energy (spin up / spin down)	-0.4038 / -0.4033	Ha
Kohn-Sham gap (spin up / spin down)	7.994 / 3.252	eV
total charge	+1
ΔE to the lowest compared entry with this formula, charge and spin	125.05	kcal per mole
spin multiplicity	2

Structure (XYZ):
```
90
Properties=species:S:1:pos:R:3:mulliken_charge:R:1
Cu -18.56 0.27 14.78 0.01
O -22.29 -1.76 15.72 -0.36
C -21.48 -0.80 15.36 0.57
O -21.97 0.34 15.41 -0.80
O -20.30 -1.07 15.08 -0.10
H -23.14 -1.31 15.73 0.27
C -23.80 -0.47 18.80 -0.95
C -23.10 -0.15 20.18 -0.14
O -23.92 -0.63 21.16 -0.53
H -23.35 -0.17 17.86 0.18
H -24.79 0.00 18.80 0.43
H -24.09 -1.51 18.67 0.22
H -23.08 0.94 20.22 0.28
H -22.11 -0.61 20.27 0.20
H -23.58 -0.66 22.06 0.30
C -23.13 -3.11 12.56 -0.15
O -23.16 -4.42 11.94 -0.48
C -22.15 -5.45 12.28 0.30
C -22.44 -5.76 13.72 -0.27
N -23.44 -6.84 13.83 -0.39
C -23.22 -7.48 15.16 -0.82
C -23.66 -6.61 16.34 0.15
O -25.05 -6.44 16.38 -0.39
C -25.42 -5.38 17.20 -0.65
H -23.81 -2.48 11.99 0.34
H -22.13 -2.72 12.34 -0.09
H -23.42 -3.14 13.61 0.12
H -21.14 -5.04 12.21 -0.49
H -22.23 -6.32 11.62 0.35
H -22.68 -4.87 14.29 -0.02
H -21.46 -6.10 14.06 0.29
H -24.38 -6.48 13.77 0.28
H -22.20 -7.86 15.26 0.32
H -23.87 -8.35 15.08 0.39
H -23.18 -5.63 16.25 -0.21
H -23.35 -6.94 17.33 0.56
H -26.48 -5.26 16.97 0.32
H -25.01 -4.39 16.99 0.17
H -25.23 -5.54 18.26 0.30
C -21.16 2.04 11.67 -1.24
C -19.93 2.58 12.51 0.38
C -19.75 4.09 12.51 -1.03
O -18.50 4.40 13.17 -0.34
C -18.40 5.79 13.53 -0.83
N -19.71 2.03 13.83 -0.23
H -21.37 1.00 11.92 0.27
H -20.71 2.05 10.68 0.36
H -22.00 2.73 11.64 0.41
H -19.06 2.28 11.92 -0.12
H -20.53 4.60 13.07 0.46
H -19.77 4.57 11.54 0.47
H -19.26 6.28 14.00 0.34
H -18.35 6.33 12.58 0.33
H -17.68 6.10 14.28 0.30
H -20.48 2.20 14.45 0.17
H -18.99 2.65 14.16 0.56
C -18.51 -0.71 10.60 -1.57
C -19.01 -1.12 11.86 2.17
C -19.34 -2.62 11.97 -0.73
O -18.12 -3.42 11.79 -0.45
C -18.09 -4.62 12.59 -0.10
N -18.04 -0.73 12.89 -0.31
H -17.85 -1.45 10.15 0.43
H -18.00 0.25 10.68 0.48
H -19.36 -0.55 9.92 0.35
H -19.83 -0.47 12.18 -1.34
H -20.02 -2.99 11.20 0.35
H -19.83 -2.84 12.92 0.18
H -17.63 -4.35 13.55 0.20
H -17.70 -5.54 12.16 0.35
H -19.11 -5.00 12.63 -0.20
H -17.35 -0.22 12.35 0.26
H -17.51 -1.57 13.11 0.28
C -18.85 -5.61 17.39 -1.71
C -19.90 -4.47 17.34 0.89
C -19.80 -3.34 18.48 -0.64
O -19.81 -3.79 19.79 -0.39
C -21.22 -3.94 20.24 -0.39
N -19.74 -3.89 16.07 0.32
H -19.07 -6.22 18.27 0.43
H -17.81 -5.29 17.43 0.39
H -18.81 -6.33 16.56 0.41
H -20.83 -4.97 17.60 -0.12
H -20.56 -2.59 18.29 0.42
H -18.83 -2.86 18.36 0.51
H -21.33 -4.45 21.19 0.31
H -21.90 -4.24 19.44 0.25
H -21.45 -2.88 20.39 0.11
H -18.87 -3.37 16.06 0.33
H -20.40 -3.15 15.90 -0.23
```

=====

Here is a structure of composition C21H55FGaO6 from OMol25. Energies are from the ωB97M-V functional and the def2-TZVPD basis.

highest occupied orbital energy	-0.1827	Ha
Kohn-Sham gap	6.937	eV
total charge	-1

Structure (XYZ):
```
84
Properties=species:S:1:pos:R:3:mulliken_charge:R:1
C -2.60 -0.72 3.45 -1.54
C -1.68 -1.63 2.64 1.31
C -0.22 -1.36 3.01 -1.50
C -2.01 -1.57 1.14 1.06
C -1.03 -0.78 0.28 -1.83
C -2.19 -2.96 0.54 -1.31
O -3.13 -3.73 1.24 -0.49
Ga -2.38 -5.36 1.82 0.65
F -1.08 -4.95 3.07 -0.56
H -3.63 -0.99 3.27 0.48
H -2.40 -0.82 4.51 0.11
H -2.40 0.31 3.16 0.39
H -1.88 -2.65 2.96 -0.19
H 0.20 -0.46 2.58 0.28
H -0.18 -1.23 4.09 0.36
H 0.40 -2.23 2.80 0.29
H -2.98 -1.08 1.03 0.16
H -1.47 -0.50 -0.68 0.45
H -0.74 0.15 0.77 0.43
H -0.15 -1.39 0.08 0.28
H -2.57 -2.83 -0.49 0.30
H -1.22 -3.47 0.43 0.55
H -3.51 -6.26 2.54 -0.38
H -1.67 -6.11 0.60 -0.31
C 4.95 -0.18 2.13 -1.53
C 3.47 -0.49 1.92 0.52
C 2.99 0.03 0.57 -0.86
O 2.69 0.08 2.97 -0.46
H 5.12 0.90 2.12 0.36
H 5.28 -0.56 3.10 0.36
H 5.56 -0.64 1.35 0.37
H 3.31 -1.56 1.98 0.30
H 3.10 1.11 0.51 0.33
H 1.93 -0.20 0.44 -0.04
H 3.54 -0.42 -0.25 0.33
H 2.81 1.03 2.95 0.30
C -0.73 -0.49 7.46 -1.30
C -0.03 0.81 7.10 0.62
C 1.22 1.02 7.93 -1.38
O -0.92 1.92 7.27 -0.56
H -1.04 -0.49 8.51 0.44
H -1.62 -0.63 6.85 0.27
H -0.07 -1.35 7.30 0.35
H 0.23 0.80 6.04 0.18
H 0.97 1.07 8.99 0.35
H 1.71 1.96 7.66 0.33
H 1.93 0.20 7.78 0.36
H -1.17 1.94 8.20 0.34
C 4.13 2.92 -3.64 -0.93
C 4.29 1.58 -2.93 0.47
C 4.89 0.53 -3.85 -1.29
O 3.03 1.14 -2.43 -0.43
H 3.45 2.81 -4.49 -0.11
H 3.69 3.66 -2.96 0.34
H 5.08 3.30 -4.00 0.41
H 4.93 1.70 -2.05 0.30
H 4.24 0.37 -4.71 0.25
H 5.00 -0.42 -3.33 0.34
H 5.87 0.84 -4.22 0.38
H 2.44 1.02 -3.19 0.27
C -6.72 -1.33 -3.35 -1.40
C -5.46 -1.64 -2.56 0.50
C -5.79 -2.18 -1.17 -1.18
O -4.65 -0.47 -2.46 -0.54
H -7.31 -0.56 -2.85 0.34
H -6.47 -0.95 -4.34 0.33
H -7.34 -2.22 -3.47 0.36
H -4.86 -2.38 -3.10 0.28
H -6.36 -1.43 -0.60 0.31
H -4.88 -2.40 -0.61 0.26
H -6.39 -3.09 -1.23 0.39
H -5.14 0.19 -1.97 0.34
C 0.07 4.14 -6.87 -1.42
C 1.55 3.83 -6.69 0.54
C 2.33 4.05 -7.97 -1.29
O 1.72 2.49 -6.23 -0.53
H -0.37 3.48 -7.62 0.36
H -0.47 3.98 -5.93 0.35
H -0.08 5.17 -7.18 0.37
H 1.96 4.47 -5.90 0.27
H 1.95 3.39 -8.76 0.33
H 3.38 3.82 -7.82 0.32
H 2.24 5.08 -8.32 0.38
H 1.36 1.90 -6.90 0.32
```

=====

Here is a cluster of 5 separate species, C21H55IN3O16P4 in total at a distorted geometry from OMol25. Energies are from the ωB97M-V functional and the def2-TZVPD basis.

highest occupied orbital energy	-0.4286	Ha
Kohn-Sham gap	8.494	eV
total charge	+1

Structure (XYZ):
```
100
Properties=species:S:1:pos:R:3:mulliken_charge:R:1
C 0.53 -1.85 3.14 -1.06
C 1.31 -1.86 1.81 -0.01
N 0.61 -1.18 0.67 0.27
C -0.90 -1.23 0.61 -1.04
C -1.17 -0.35 -0.62 -0.67
C 0.12 0.49 -0.99 0.12
N -0.41 1.85 -1.11 -0.54
C 0.38 2.85 -1.23 0.76
C -0.18 4.22 -0.94 -1.07
C 1.82 2.82 -1.66 -1.20
C 1.11 0.18 0.15 -0.96
N 2.41 -0.03 -0.42 -0.25
I 1.20 1.52 1.77 0.31
H 1.22 -1.56 3.93 0.39
H 0.19 -2.85 3.39 0.35
H -0.29 -1.15 3.17 0.18
H 2.29 -1.44 1.99 0.36
H 1.49 -2.90 1.53 0.03
H 0.84 -1.79 -0.12 0.52
H -1.08 -2.27 0.36 0.58
H -1.42 -0.91 1.50 0.35
H -2.06 0.25 -0.50 0.53
H -1.29 -1.09 -1.41 0.09
H 0.37 0.10 -1.98 0.58
H 0.50 4.71 -0.23 0.19
H -0.17 4.79 -1.87 0.36
H -1.18 4.12 -0.55 0.31
H 2.45 2.72 -0.78 0.24
H 2.09 3.78 -2.10 0.43
H 2.06 1.99 -2.32 0.32
H 3.14 -0.25 0.25 0.29
H 2.41 -0.65 -1.22 0.26
C -4.92 -5.39 -5.36 -0.69
O -4.77 -4.65 -4.14 -0.34
P -3.52 -3.73 -3.87 0.86
O -2.74 -3.53 -5.11 -0.69
O -2.81 -4.64 -2.74 -0.30
C -1.88 -5.64 -3.17 -0.67
O -3.31 -2.41 -3.00 -0.07
C -4.07 -1.22 -3.30 -0.70
H -5.77 -5.00 -5.92 0.28
H -4.03 -5.37 -5.97 0.34
H -5.14 -6.42 -5.07 0.25
H -1.32 -5.30 -4.04 0.37
H -2.39 -6.58 -3.40 0.27
H -1.19 -5.82 -2.34 0.21
H -5.14 -1.42 -3.35 0.37
H -3.73 -0.79 -4.24 0.34
H -3.89 -0.51 -2.50 0.18
C -4.30 2.51 2.35 -0.55
O -4.51 3.13 3.61 -0.35
P -3.56 4.28 4.15 0.93
O -2.66 4.75 3.08 -0.57
O -2.81 3.43 5.30 -0.38
C -1.72 2.62 4.90 -0.52
O -3.94 5.45 5.14 -0.28
C -4.93 6.41 4.72 -0.69
H -5.11 2.76 1.67 0.34
H -3.35 2.79 1.90 0.22
H -4.32 1.43 2.53 0.22
H -1.20 3.06 4.04 0.19
H -2.06 1.61 4.66 0.23
H -1.02 2.55 5.74 0.34
H -5.83 5.92 4.34 0.33
H -4.51 7.06 3.95 0.30
H -5.20 7.00 5.59 0.23
C 2.84 5.24 2.66 -0.51
O 2.93 6.14 1.56 -0.09
P 3.39 7.66 1.76 0.89
O 3.95 7.84 3.11 -0.69
O 1.96 8.34 1.52 -0.35
C 1.04 8.41 2.60 -0.64
O 4.11 8.58 0.70 -0.28
C 5.43 8.21 0.25 -0.67
H 3.59 4.46 2.56 0.30
H 2.96 5.73 3.63 0.38
H 1.85 4.79 2.62 0.01
H 1.55 8.49 3.56 0.35
H 0.38 7.54 2.60 0.18
H 0.43 9.30 2.45 0.25
H 5.46 7.17 -0.07 0.29
H 6.15 8.37 1.04 0.32
H 5.67 8.85 -0.60 0.24
C 4.54 -9.16 -3.57 -0.65
O 3.76 -7.97 -3.44 -0.43
P 2.98 -7.54 -2.08 1.05
O 3.62 -8.48 -1.10 -0.66
O 1.54 -7.96 -2.69 -0.27
C 1.30 -9.35 -2.89 -0.67
O 2.16 -6.64 -0.93 -0.27
C 2.82 -5.66 -0.13 -0.64
H 5.59 -8.90 -3.70 0.27
H 4.43 -9.82 -2.72 0.34
H 4.19 -9.64 -4.48 0.26
H 1.82 -9.95 -2.15 0.35
H 1.60 -9.65 -3.90 0.24
H 0.23 -9.50 -2.80 0.28
H 3.34 -4.94 -0.76 0.33
H 3.54 -6.14 0.54 0.37
H 2.08 -5.14 0.48 0.08
```

=====

Copy entry 2 word for word.
Here is a structure of composition C21H55FGaO6 from OMol25. Energies are from the ωB97M-V functional and the def2-TZVPD basis.

highest occupied orbital energy	-0.1827	Ha
Kohn-Sham gap	6.937	eV
total charge	-1

Structure (XYZ):
```
84
Properties=species:S:1:pos:R:3:mulliken_charge:R:1
C -2.60 -0.72 3.45 -1.54
C -1.68 -1.63 2.64 1.31
C -0.22 -1.36 3.01 -1.50
C -2.01 -1.57 1.14 1.06
C -1.03 -0.78 0.28 -1.83
C -2.19 -2.96 0.54 -1.31
O -3.13 -3.73 1.24 -0.49
Ga -2.38 -5.36 1.82 0.65
F -1.08 -4.95 3.07 -0.56
H -3.63 -0.99 3.27 0.48
H -2.40 -0.82 4.51 0.11
H -2.40 0.31 3.16 0.39
H -1.88 -2.65 2.96 -0.19
H 0.20 -0.46 2.58 0.28
H -0.18 -1.23 4.09 0.36
H 0.40 -2.23 2.80 0.29
H -2.98 -1.08 1.03 0.16
H -1.47 -0.50 -0.68 0.45
H -0.74 0.15 0.77 0.43
H -0.15 -1.39 0.08 0.28
H -2.57 -2.83 -0.49 0.30
H -1.22 -3.47 0.43 0.55
H -3.51 -6.26 2.54 -0.38
H -1.67 -6.11 0.60 -0.31
C 4.95 -0.18 2.13 -1.53
C 3.47 -0.49 1.92 0.52
C 2.99 0.03 0.57 -0.86
O 2.69 0.08 2.97 -0.46
H 5.12 0.90 2.12 0.36
H 5.28 -0.56 3.10 0.36
H 5.56 -0.64 1.35 0.37
H 3.31 -1.56 1.98 0.30
H 3.10 1.11 0.51 0.33
H 1.93 -0.20 0.44 -0.04
H 3.54 -0.42 -0.25 0.33
H 2.81 1.03 2.95 0.30
C -0.73 -0.49 7.46 -1.30
C -0.03 0.81 7.10 0.62
C 1.22 1.02 7.93 -1.38
O -0.92 1.92 7.27 -0.56
H -1.04 -0.49 8.51 0.44
H -1.62 -0.63 6.85 0.27
H -0.07 -1.35 7.30 0.35
H 0.23 0.80 6.04 0.18
H 0.97 1.07 8.99 0.35
H 1.71 1.96 7.66 0.33
H 1.93 0.20 7.78 0.36
H -1.17 1.94 8.20 0.34
C 4.13 2.92 -3.64 -0.93
C 4.29 1.58 -2.93 0.47
C 4.89 0.53 -3.85 -1.29
O 3.03 1.14 -2.43 -0.43
H 3.45 2.81 -4.49 -0.11
H 3.69 3.66 -2.96 0.34
H 5.08 3.30 -4.00 0.41
H 4.93 1.70 -2.05 0.30
H 4.24 0.37 -4.71 0.25
H 5.00 -0.42 -3.33 0.34
H 5.87 0.84 -4.22 0.38
H 2.44 1.02 -3.19 0.27
C -6.72 -1.33 -3.35 -1.40
C -5.46 -1.64 -2.56 0.50
C -5.79 -2.18 -1.17 -1.18
O -4.65 -0.47 -2.46 -0.54
H -7.31 -0.56 -2.85 0.34
H -6.47 -0.95 -4.34 0.33
H -7.34 -2.22 -3.47 0.36
H -4.86 -2.38 -3.10 0.28
H -6.36 -1.43 -0.60 0.31
H -4.88 -2.40 -0.61 0.26
H -6.39 -3.09 -1.23 0.39
H -5.14 0.19 -1.97 0.34
C 0.07 4.14 -6.87 -1.42
C 1.55 3.83 -6.69 0.54
C 2.33 4.05 -7.97 -1.29
O 1.72 2.49 -6.23 -0.53
H -0.37 3.48 -7.62 0.36
H -0.47 3.98 -5.93 0.35
H -0.08 5.17 -7.18 0.37
H 1.96 4.47 -5.90 0.27
H 1.95 3.39 -8.76 0.33
H 3.38 3.82 -7.82 0.32
H 2.24 5.08 -8.32 0.38
H 1.36 1.90 -6.90 0.32
```

=====

Q: What is the formula in the first record?
A: C21H55CuN4O9